Below is an isolated ion of composition C8H11N2O3 and charge -1 at a distorted geometry, with properties calculated with ωB97M-V/def2-TZVPD.

```
24
Properties=species:S:1:pos:R:3
C -1.931 -0.223 0.830
C -0.811 0.016 1.699
C -1.741 0.072 -0.720
C 0.915 -1.569 1.017
C -2.180 -1.306 -0.207
C 0.531 0.527 -0.401
C 2.025 -1.228 -1.072
C 1.068 2.836 -0.106
N -0.606 0.794 -0.940
N 1.026 -0.807 -0.179
O 1.580 -2.595 1.081
O 0.142 -1.102 1.910
O 1.509 1.541 -0.462
H -2.931 0.070 1.158
H -1.103 0.278 2.800
H -2.645 0.589 -1.322
H -1.443 -2.055 -0.173
H -3.142 -1.492 -0.602
H 1.676 -1.227 -2.037
H 2.816 -0.587 -1.126
H 2.179 -2.242 -0.949
H 0.018 3.079 -0.296
H 1.599 3.489 -0.708
H 1.448 3.141 0.802
```

Computed properties:
HOMO-LUMO gap ... 6.4 eV
LUMO ... 0.14074 Eh
HOMO energy ... -0.0940 Ha
Charge ... -1
DFT total energy ... -646.54100 hartree

Now the natural (NBO) charges, all in e: -0.30 -0.26 -0.06 0.91 -0.47 0.65 -0.40 -0.23 -0.55 -0.54 -0.71 -0.51 -0.56 0.20 0.17 0.15 0.21 0.21 0.17 0.18 0.23 0.20 0.16 0.16

---

Below is one molecule with the formula C5H8N2 at a distorted geometry, with properties calculated with ωB97M-V/def2-TZVPD.

```
15
Properties=species:S:1:pos:R:3
C -2.042 -0.132 -0.357
N -0.940 0.232 0.511
C -0.371 -0.594 1.452
N 0.920 -0.447 1.545
C 1.236 0.497 0.565
C 2.129 0.063 -0.579
C 0.089 0.988 0.028
H -1.678 -0.637 -1.265
H -2.700 -0.823 0.170
H -2.582 0.767 -0.649
H -0.972 -1.298 2.015
H 2.823 -0.673 -0.198
H 1.477 -0.476 -1.299
H 2.616 0.868 -1.130
H -0.004 1.665 -0.809
```

Computed properties:
HOMO-LUMO gap ... 8.9 eV
LUMO ... 0.02946 Eh
HOMO energy ... -0.2982 Ha
SMILES ... Cc1cn(C)cn1
Charge ... 0
DFT total energy ... -304.76606 hartree

Now the natural (NBO) charges, all in e: -0.40 -0.37 0.17 -0.44 0.04 -0.62 -0.04 0.20 0.21 0.21 0.19 0.23 0.19 0.22 0.21

---

Below is C3H2GaO3 as an isolated structure at a distorted geometry, with properties calculated with ωB97M-V/def2-TZVPD.

```
9
Properties=species:S:1:pos:R:3
C -0.265 0.929 1.535
C 0.767 0.141 0.707
O 0.190 -0.557 -0.381
C 0.345 -0.021 -1.697
O -0.601 -0.447 -2.378
O -1.436 0.732 1.133
Ga -1.791 -1.031 -0.606
H 1.266 -0.595 1.361
H 1.525 0.849 0.327
```

Computed properties:
HOMO-LUMO gap ... 6.2 eV
LUMO ... 0.13751 Eh
HOMO energy ... -0.0919 Ha
Charge ... -1
DFT total energy ... -2265.96430 hartree

Now the natural (NBO) charges, all in e: 0.12 -0.24 -0.72 0.39 -0.81 -0.77 0.66 0.18 0.20

---

Below is one molecule with the formula C16H22N4O5S at a distorted geometry, with properties calculated with ωB97M-V/def2-TZVPD.

```
48
Properties=species:S:1:pos:R:3
C 4.282 1.867 3.715
C 3.388 1.000 4.596
H 3.804 0.949 5.607
H 2.377 1.419 4.658
O 3.344 -0.348 4.170
C 2.569 -0.692 3.105
C 1.740 0.177 2.401
C 0.975 -0.297 1.350
C 1.005 -1.654 0.990
C 1.855 -2.506 1.678
C 2.628 -2.029 2.721
H 3.282 -2.692 3.263
H 1.913 -3.551 1.417
O 0.145 -2.018 -0.010
C 0.332 -3.263 -0.653
C -0.607 -3.294 -1.850
H -1.641 -3.325 -1.514
H -0.404 -4.169 -2.461
H -0.458 -2.392 -2.437
H 1.374 -3.358 -0.983
H 0.104 -4.086 0.040
N 0.150 0.541 0.581
C -0.526 1.623 1.019
O -0.436 2.101 2.131
C -1.456 2.259 -0.024
N -2.032 1.381 -1.016
S -1.142 1.156 -2.407
O -0.483 2.395 -2.703
O -0.357 -0.045 -2.351
C -2.417 0.973 -3.614
C -3.182 -0.050 -4.114
N -4.044 0.436 -5.036
C -3.817 1.720 -5.109
N -2.839 2.101 -4.261
H -2.419 3.007 -4.119
H -4.339 2.394 -5.758
H -3.150 -1.092 -3.871
C -2.738 0.203 -0.556
H -2.067 -0.614 -0.276
H -3.386 -0.134 -1.364
H -3.350 0.477 0.302
H -0.882 3.010 -0.574
H -2.259 2.768 0.519
H -0.009 0.190 -0.358
H 1.657 1.220 2.652
H 5.287 1.452 3.686
H 3.899 1.912 2.699
H 4.328 2.875 4.119
```

Computed properties:
HOMO-LUMO gap ... 8.2 eV
LUMO ... 0.01658 Eh
HOMO energy ... -0.2834 Ha
SMILES ... CCOc1ccc(OCC)c(NC(=O)CN(C)S(=O)(=O)c2cnc[nH]2)c1
Charge ... 0
DFT total energy ... -1616.29497 hartree

Now the natural (NBO) charges, all in e: -0.64 -0.06 0.19 0.18 -0.50 0.30 -0.32 0.19 0.24 -0.26 -0.26 0.22 0.22 -0.52 -0.06 -0.63 0.20 0.21 0.24 0.18 0.17 -0.65 0.66 -0.61 -0.32 -0.67 2.33 -0.94 -0.93 -0.26 -0.04 -0.45 0.19 -0.50 0.44 0.21 0.22 -0.44 0.22 0.22 0.22 0.26 0.23 0.43 0.25 0.21 0.21 0.21

---

Below is a 13-piece molecular cluster, C56H82Cl6O26 overall at a distorted geometry, with properties calculated with ωB97M-V/def2-TZVPD.

```
170
Properties=species:S:1:pos:R:3
C 6.356 2.138 -4.566
C 5.293 2.310 -3.735
C 3.948 1.869 -4.094
O 2.926 2.011 -3.348
C 3.836 1.311 -5.417
C 4.880 1.286 -6.308
C 6.261 1.717 -5.914
O 7.248 1.662 -6.618
O 4.700 0.790 -7.527
O 5.506 2.654 -2.440
H 7.339 2.314 -4.155
H 2.846 1.100 -5.791
H 5.567 0.538 -7.852
H 4.669 2.894 -2.035
C 0.075 -4.307 -3.800
C 0.596 -4.433 -2.565
C 1.898 -3.954 -2.092
O 2.342 -4.062 -0.950
C 2.585 -3.214 -3.227
C 2.072 -3.080 -4.456
C 0.710 -3.503 -4.785
O 0.113 -3.263 -5.808
O 2.686 -2.266 -5.378
O -0.086 -5.113 -1.572
H -0.930 -4.683 -3.918
H 3.525 -2.709 -3.063
H 2.268 -2.284 -6.242
H 0.507 -5.136 -0.817
C -3.178 -5.295 1.060
C -4.306 -6.115 1.005
C -4.304 -7.570 1.246
O -5.236 -8.369 1.083
C -2.998 -7.930 1.765
C -1.903 -7.154 1.864
C -1.841 -5.743 1.410
O -0.853 -5.040 1.420
O -0.764 -7.716 2.421
O -5.536 -5.594 0.726
H -3.294 -4.227 0.952
H -2.819 -8.958 2.046
H -0.035 -7.095 2.367
H -6.141 -6.338 0.739
C 7.150 0.571 0.873
C 6.502 0.894 2.041
C 7.172 0.734 3.376
O 6.806 1.155 4.466
C 8.489 0.076 3.347
C 9.068 -0.376 2.183
C 8.438 -0.148 0.819
O 8.960 -0.508 -0.227
O 10.194 -1.143 2.112
O 5.399 1.649 2.044
H 6.667 0.934 -0.023
H 9.012 -0.214 4.246
H 10.252 -1.487 1.218
H 5.085 1.848 2.930
C -0.735 2.471 -3.208
C -0.386 1.361 -2.483
C 0.052 0.081 -3.154
O 0.264 -1.002 -2.537
C 0.262 0.274 -4.605
C -0.074 1.385 -5.354
C -0.637 2.558 -4.757
O -1.093 3.489 -5.377
O 0.242 1.372 -6.685
O -0.685 1.330 -1.158
H -1.180 3.346 -2.757
H 0.638 -0.598 -5.119
H -0.222 2.107 -7.093
H -0.519 0.479 -0.747
C -0.104 -1.918 5.157
Cl 0.320 -2.687 6.705
Cl -1.440 -2.648 4.329
Cl 1.302 -1.886 4.130
H -0.467 -0.935 5.459
C 5.187 -3.382 0.825
Cl 5.302 -5.109 0.339
Cl 5.457 -2.337 -0.606
Cl 6.398 -3.021 2.114
H 4.196 -3.152 1.217
C 0.111 6.848 -3.775
C -0.076 6.414 -2.386
O 1.200 6.037 -1.857
C 1.228 5.637 -0.495
C 0.670 4.202 -0.254
H 0.295 5.971 -4.395
H -0.798 7.346 -4.112
H 0.924 7.560 -3.912
H -0.536 7.184 -1.767
H -0.852 5.654 -2.293
H 2.256 5.703 -0.141
H 0.587 6.282 0.105
H 0.964 3.526 -1.057
H -0.420 4.204 -0.242
H 1.062 3.847 0.699
C -1.918 -1.217 0.774
C -0.468 -1.650 0.628
O 0.375 -0.510 0.441
C 1.769 -0.733 0.410
C 2.424 0.527 -0.195
H -1.937 -0.319 1.391
H -2.345 -0.998 -0.205
H -2.438 -2.099 1.149
H -0.161 -2.140 1.552
H -0.369 -2.319 -0.227
H 2.217 -0.933 1.384
H 1.895 -1.537 -0.315
H 1.826 1.403 0.058
H 2.352 0.276 -1.253
H 3.475 0.717 0.022
C -7.742 3.958 2.390
C -6.652 2.961 1.920
O -5.593 3.766 1.448
C -4.575 3.109 0.742
C -3.920 2.206 1.774
H -8.690 3.505 2.681
H -7.451 4.616 3.209
H -8.063 4.603 1.572
H -6.368 2.227 2.674
H -7.107 2.384 1.115
H -4.980 2.541 -0.096
H -3.853 3.759 0.247
H -4.473 1.285 1.955
H -3.852 2.680 2.753
H -2.915 1.948 1.440
C -8.359 -0.530 2.488
C -7.292 -1.007 3.484
O -6.047 -0.816 2.849
C -4.834 -1.355 3.405
C -4.573 -0.680 4.799
H -8.274 -1.100 1.562
H -9.367 -0.705 2.863
H -8.184 0.511 2.219
H -7.334 -0.313 4.323
H -7.443 -2.055 3.746
H -4.866 -2.430 3.578
H -4.061 -1.092 2.684
H -5.115 -1.046 5.671
H -4.650 0.392 4.614
H -3.552 -0.877 5.124
C -5.867 -1.703 -0.265
C -5.391 -2.550 -1.374
O -4.131 -3.133 -1.049
C -3.089 -3.241 -2.040
C -2.878 -2.046 -2.950
H -6.059 -2.393 0.556
H -5.183 -0.893 -0.009
H -6.834 -1.229 -0.432
H -6.052 -3.359 -1.683
H -5.286 -1.913 -2.253
H -2.202 -3.501 -1.463
H -3.241 -4.191 -2.552
H -2.016 -2.236 -3.590
H -2.599 -1.200 -2.323
H -3.678 -1.597 -3.538
C 2.154 1.676 3.744
C 2.691 3.029 4.323
O 4.125 2.851 4.268
C 4.828 4.046 4.555
C 4.578 5.279 3.605
H 1.073 1.726 3.618
H 2.646 1.529 2.783
H 2.325 0.813 4.388
H 2.215 3.837 3.766
H 2.459 3.083 5.386
H 4.828 4.415 5.580
H 5.874 3.776 4.409
H 5.426 5.957 3.696
H 3.667 5.876 3.646
H 4.689 4.962 2.568
```

Computed properties:
HOMO-LUMO gap (alpha / beta) ... 1.8 / 4.0 eV
<S²> ... 0.771
LUMO (alpha / beta) ... -0.03220 / -0.03220 Eh
HOMO energy (alpha / beta) ... -0.0999 / -0.1803 Ha
2S+1 ... 2
Charge ... -1
DFT total energy ... -6900.21947 hartree

Atomic partial charges in e from the Mulliken method, atoms 1 to 99: -0.54 -0.04 0.56 -0.34 -0.53 0.27 0.30 -0.76 -0.60 -0.58 0.39 0.26 0.31 0.26 -0.46 0.24 0.91 -0.45 -0.77 -0.07 0.85 -0.66 -0.59 -0.61 0.55 0.30 0.47 0.33 -0.13 0.65 0.43 -0.63 -0.76 0.30 0.50 -0.53 -0.61 -0.48 0.12 0.40 0.34 0.33 -0.83 0.61 0.75 -0.59 -1.01 0.37 0.58 -0.64 -0.56 -0.19 0.80 0.39 0.35 0.16 -0.14 -0.01 0.15 0.77 -0.92 0.34 0.42 -0.66 -0.55 0.28 0.37 0.19 0.32 -0.25 -0.09 -0.15 -0.03 -0.05 0.26 0.38 -0.15 -0.11 -0.14 -0.04 -1.24 0.05 -0.34 -0.67 0.20 0.18 0.38 0.32 0.39 0.11 0.31 0.37 -0.26 0.03 0.17 0.44 0.97 0.23 0.17